ORCA calculation (the ωB97M-V functional and the def2-TZVPD basis) on 8 unconnected molecules or ions with the total composition C29H38N7O.

Structure (XYZ):
```
75
Properties=species:S:1:pos:R:3:mulliken_charge:R:1
C 1.20464 -0.36020 -0.47891 -1.047
O 0.49964 0.18480 0.62709 0.647
H 1.41064 0.33880 -1.29791 -0.050
H 0.57664 -1.20020 -0.90291 -0.148
H 2.05364 -0.72920 0.00709 0.780
N -0.92936 1.82080 -0.91691 1.023
C -0.75936 3.15480 -0.73391 -0.352
C -1.95236 3.67980 -1.49191 -1.175
C -2.63236 2.56680 -2.01091 -0.676
C -2.02536 1.38080 -1.64391 -0.745
H -0.31336 1.19280 -0.36091 -0.048
H 0.08664 3.58680 -0.20191 0.356
H -2.16436 4.66480 -1.70691 0.501
H -3.48636 2.67180 -2.54191 0.600
H -2.20936 0.37380 -1.93991 0.455
N -1.42836 -1.63620 0.70109 0.698
C -1.16236 -3.03320 0.47809 -0.421
C -2.33836 -3.63020 0.51509 -1.050
C -3.40336 -2.69820 0.74009 -1.072
C -2.75936 -1.32720 0.82909 -0.117
H -0.59636 -0.91520 0.76109 -0.417
H -0.10636 -3.38120 0.42709 0.543
H -2.46636 -4.69720 0.41809 0.412
H -4.42836 -2.90420 0.75009 0.440
H -3.05536 -0.33320 0.96409 0.467
N -2.46636 -2.48020 -2.43891 0.014
C -1.31536 -2.12820 -3.12391 -0.131
C -1.47036 -2.42820 -4.41391 -0.694
C -2.71636 -3.06120 -4.61991 -0.651
C -3.40936 -3.12120 -3.28591 -0.537
H -2.52136 -2.40520 -1.44391 0.668
H -0.43936 -1.65820 -2.68791 0.230
H -0.80636 -1.94220 -5.12691 0.399
H -3.13336 -3.45920 -5.52191 0.398
H -4.32836 -3.57820 -2.96091 0.413
N 2.18564 1.36180 -4.15391 0.050
C 0.85364 1.50280 -4.21491 -0.165
C 0.38364 1.35180 -5.64791 -0.671
C 1.61364 1.39180 -6.38091 -0.276
C 2.66564 1.43480 -5.48691 -0.739
H 2.74064 1.41680 -3.29291 0.234
H 0.23664 1.59380 -3.37191 0.483
H -0.65636 1.53980 -6.09291 0.304
H 1.70464 1.31780 -7.47991 0.353
H 3.68164 1.53880 -5.69691 0.448
N 2.42464 1.75380 1.50509 0.419
C 3.72664 1.42880 1.70209 -0.525
C 4.20364 2.47280 2.58309 -0.636
C 3.15564 3.31080 2.87409 -0.604
C 2.03564 2.95980 2.11209 -0.345
H 1.79064 1.06780 0.98909 0.091
H 4.18564 0.55680 1.31209 0.503
H 5.24864 2.63180 2.95609 0.315
H 3.26664 4.17180 3.54709 0.377
H 1.06364 3.47980 1.85209 0.189
N -0.19836 0.94880 3.11809 0.725
C 0.06264 0.92280 4.46409 -0.567
C -1.02536 1.31980 5.19209 -0.460
C -2.00636 1.73380 4.28009 -1.254
C -1.46336 1.46180 2.85209 -0.410
H 0.47364 0.56080 2.42609 -0.499
H 1.02764 0.43080 4.76909 0.221
H -1.10636 1.25780 6.21609 0.548
H -2.91936 2.20280 4.54809 0.412
H -1.88236 1.49980 1.92209 0.714
N 1.63164 -1.96820 2.41009 0.255
C 1.11064 -3.10420 2.95109 -0.245
C 1.46264 -3.16120 4.29809 -0.409
C 2.32864 -2.08020 4.65209 -0.950
C 2.39264 -1.27620 3.34409 -0.481
H 1.47064 -1.58020 1.50509 0.284
H 0.54264 -3.87420 2.31509 0.210
H 1.22864 -3.99620 4.99209 0.345
H 2.72264 -1.83920 5.61309 0.449
H 2.62764 -0.25220 3.15209 0.600
```

## Properties
* HOMO level: -4.9132 eV
* calculated total energy: -43162.9649 eV
* M: 500.67 g mol⁻¹
* net charge: -1

=====

ORCA calculation (the ωB97M-V functional and the def2-TZVPD basis) on a molecular structure, C20H12N3O6SSbSe4Ta.

Structure (XYZ):
```
48
Properties=species:S:1:pos:R:3:mulliken_charge:R:1
Ta 0.04962 -0.08947 -0.05182 0.291
O 1.51460 -0.83021 1.30027 -0.523
C 0.59526 -1.63816 1.71676 1.476
O -0.64345 -1.45855 1.43184 -0.544
C 1.03431 -3.04905 1.78105 0.092
C 1.49219 -3.80850 2.83315 -0.471
C 1.98616 -5.08105 2.57288 -0.550
C 2.04279 -5.53407 1.26365 -0.573
C 1.59872 -4.74823 0.20838 -0.565
C 1.07729 -3.47749 0.43165 0.001
S 0.59548 -2.45741 -0.97057 -0.572
H 1.46846 -3.41881 3.84308 0.475
H 2.33485 -5.70318 3.38580 0.389
H 2.44792 -6.51580 1.05412 0.368
H 1.66975 -5.10926 -0.80975 0.443
O -1.23193 1.21787 1.07931 -0.638
C -0.08229 1.59259 1.49112 1.260
O 0.78682 1.79836 0.57105 -0.685
C 0.34884 1.43143 2.88755 0.037
C 1.63340 1.84216 3.23971 -0.495
C 2.17443 1.47145 4.45817 -0.635
C 1.44571 0.67161 5.32394 -0.448
C 0.16739 0.28611 4.95658 -0.334
C -0.40928 0.66041 3.76041 -0.017
N -0.58750 -0.60990 5.85531 1.054
O -0.05804 -0.91980 6.90472 -0.630
O -1.67854 -0.98431 5.48478 -0.590
H 2.21023 2.41478 2.52618 0.506
H 3.17490 1.78182 4.72441 0.417
H 1.85077 0.33372 6.26614 0.524
H -1.40749 0.33765 3.50022 0.522
N -5.40104 3.83232 0.84828 -0.537
C -4.55025 3.69241 0.08730 0.031
C -3.46207 3.51691 -0.83118 0.610
C -3.67254 3.17908 -2.16780 -0.508
C -2.57288 3.06764 -2.99403 -0.117
C -1.31040 3.27587 -2.44924 -0.750
N -1.09355 3.54596 -1.16203 -0.379
C -2.15516 3.68202 -0.37976 -0.319
H -4.67406 3.01491 -2.54232 0.473
H -2.66924 2.80830 -4.04052 0.435
H -0.43789 3.21345 -3.08789 0.480
H -1.97794 3.93322 0.66143 0.489
Se -2.84226 -0.57945 -5.11782 -0.582
Sb -0.53476 0.04433 -5.10727 0.758
Se -0.20138 0.06971 -2.35896 0.503
Se 1.26611 -1.39829 -5.79713 -0.578
Se 0.01769 2.32666 -5.72621 -0.599
```

## Properties
* HOMO level: -4.4547 eV
* calculated total energy: -318000.3491 eV
* M: 1040.95 g mol⁻¹
* net charge: -1

=====

ORCA calculation (the ωB97M-V functional and the def2-TZVPD basis) on a molecular structure, C5H8BrN.

Structure (XYZ):
```
15
Properties=species:S:1:pos:R:3:mulliken_charge:R:1
C 1.23179 -2.18177 0.38591 -0.810
C -2.05243 1.31358 0.24255 -0.538
C 0.15262 -1.43479 0.39181 0.175
C -1.11275 0.51475 0.50620 0.340
C 1.22100 0.67760 0.02879 -1.014
N 0.07794 -0.09925 0.31718 0.018
Br -1.97484 2.25905 -2.57819 -0.641
H 1.26298 -3.26528 0.14901 0.242
H 2.24734 -1.69384 0.38253 0.268
H -2.19870 1.28859 -0.92838 0.093
H -2.60031 1.92182 0.78162 0.422
H -0.81822 -1.81806 0.58005 0.354
H 0.95275 1.62123 -0.36334 0.382
H 1.91821 0.87450 0.79071 0.333
H 1.69263 0.02185 -0.68646 0.377
```

## Properties
* HOMO level (alpha / beta): -8.1870 / -8.1875 eV
* calculated total energy: -76843.0367 eV
* M: 162.03 g mol⁻¹

=====

ORCA calculation (the ωB97M-V functional and the def2-TZVPD basis) on a single C3H2N2O2 molecule.

Structure (XYZ):
```
9
Properties=species:S:1:pos:R:3:mulliken_charge:R:1
H 1.50784 1.98124 -0.70907 0.300
N 0.88236 1.52404 -1.37516 -0.558
C 0.31321 0.54562 -0.84305 0.482
C -0.69394 -0.32703 -1.39302 0.307
N -1.47204 -1.16130 -1.18266 -0.310
O 0.67176 0.11212 0.60418 -0.329
C -0.16188 -0.67186 1.39279 0.157
O -1.19695 -1.16348 1.06350 -0.429
H 0.14963 -0.83935 2.44249 0.379
```

## Properties
* HOMO level: -10.6222 eV
* SMILES string: [H]/N=C(/C#N)OC=O
* calculated total energy: -10215.9717 eV
* M: 98.06 g mol⁻¹

=====

ORCA calculation (the ωB97M-V functional and the def2-TZVPD basis) on a molecular structure, C10H23ClIO2P2W.

Structure (XYZ):
```
40
Properties=species:S:1:pos:R:3:mulliken_charge:R:1
C 0.10486 -4.42300 -5.91139 -0.943
C -0.58043 -3.99436 -4.64417 0.613
H -0.50109 -5.23195 -6.34449 0.328
H 1.11649 -4.78106 -5.67603 0.385
H 0.16087 -3.57049 -6.60211 0.384
O -1.58764 -4.38389 -4.12052 -0.195
I 0.50609 -2.33873 -3.58690 0.437
W 0.16587 0.39860 0.34934 0.685
P -1.05977 1.63948 -1.33666 0.595
C -2.69153 2.07942 -0.68131 -1.220
C -0.33164 3.25602 -1.80917 -1.193
H -1.03988 3.76280 -2.48617 0.460
H -1.88519 1.57148 -3.60557 0.430
H 0.63268 3.10283 -2.30858 0.405
H -0.52483 0.43084 -3.38818 0.176
H -2.58939 2.59472 0.27622 0.411
H -0.17722 3.87235 -0.91557 0.374
C -1.42998 0.84005 -2.92850 -1.025
H -3.18765 2.74553 -1.39484 0.433
H -2.13758 0.02202 -2.77409 0.391
H -3.30141 1.18322 -0.54950 0.418
P 1.43015 -1.53563 1.08924 0.596
C 0.66666 -2.20766 2.58969 -1.220
C 1.56613 -2.97623 -0.01388 -1.025
H 3.75011 -0.87118 0.73214 0.405
H 3.57886 -2.12892 2.01777 0.459
H 3.18023 -0.41274 2.36117 0.373
C 3.16083 -1.19886 1.59710 -1.194
H 1.92294 -2.68480 -1.00680 0.177
H 2.25737 -3.70539 0.42348 0.430
H 1.31116 -2.99882 2.98676 0.433
H -0.31366 -2.63023 2.35975 0.417
H 0.58723 -3.44868 -0.12496 0.391
H 0.55815 -1.42437 3.34303 0.411
C -1.55576 -0.60570 0.80319 0.446
O -2.55937 -1.21457 1.03932 -0.344
Cl 2.24181 1.38899 -0.48332 -0.302
C 0.78938 1.84622 1.60528 -0.487
H 1.51955 1.77477 2.43505 0.343
H 0.61005 2.93739 1.54842 0.343
```

## Properties
* HOMO level (alpha / beta): -18.5203 / -18.1916 eV
* calculated total energy: -55832.1904 eV
* ⟨S²⟩: 2.05
* M: 583.44 g mol⁻¹
* net charge: +3
* spin multiplicity: 3

=====

ORCA calculation (the ωB97M-V functional and the def2-TZVPD basis) on 6 unconnected molecules or ions with the total composition H12O6.

Structure (XYZ):
```
18
Properties=species:S:1:pos:R:3:mulliken_charge:R:1
O 2.35464 0.72738 0.09532 -0.651
H 1.84681 1.47518 0.50998 0.348
H 3.17836 1.09038 0.16213 0.298
O 0.47419 -1.53472 0.04888 -0.599
H 1.05036 -0.73351 -0.05652 0.343
H 1.01555 -2.17290 0.53221 0.294
O -1.27210 -1.23727 3.07121 -0.640
H -0.96044 -1.65687 2.22740 0.335
H -0.52036 -0.72996 3.32316 0.299
O 0.55964 0.22287 -3.82859 -0.642
H 0.61428 0.30675 -2.88250 0.329
H 0.82472 -0.67059 -4.07113 0.317
O -2.26870 -0.03312 -0.09954 -0.576
H -3.04729 -0.21331 0.31585 0.277
H -2.03254 -0.84310 -0.57818 0.295
O 0.02790 1.89928 0.54659 -0.642
H -0.61501 1.15890 0.78057 0.317
H -0.35903 2.63369 1.06606 0.297
```

## Properties
* HOMO level: -11.2038 eV
* SMILES string: O.O.O.O.O.O
* calculated total energy: -12479.6773 eV
* M: 108.09 g mol⁻¹